1.
The following is a DFT calculation (ωB97M-V with the def2-TZVPD basis set) of an isolated molecule of C7H8O at a distorted geometry.

Summary:
Multiplicity = 1
SMILES = C1=C[C@@H]2CCOC2=C1
Net charge = 0

CARTESIAN COORDINATES (ANGSTROEM)
C (0.44114, -1.56534, 1.33403)
C (-0.18815, -1.80149, 0.18537)
C (-0.68724, -0.30135, -0.17631)
C (0.06126, 0.46610, -1.22567)
C (-0.12003, 1.86476, -0.89609)
O (0.03217, 1.80955, 0.63702)
C (-0.05359, 0.42750, 0.86553)
C (0.66064, -0.21590, 1.68523)
H (1.06940, -2.29141, 1.81395)
H (-0.64854, -2.65973, -0.44689)
H (-1.83564, -0.25547, -0.18786)
H (1.13608, 0.02337, -1.41642)
H (-0.37399, 0.07468, -2.34155)
H (0.56896, 2.57328, -1.24471)
H (-1.21759, 1.91396, -1.12030)
H (1.15512, -0.06252, 2.53466)

2.
The following is a DFT calculation (ωB97M-V with the def2-TZVPD basis set) of a cluster of 2 separate species, C7H8O in total at a distorted geometry.

Summary:
Multiplicity = 1
SMILES = C#CC(=C)C.C=C=O
Net charge = 0

CARTESIAN COORDINATES (ANGSTROEM)
C (-2.13172, -0.28794, 0.81095)
C (-1.00472, -0.32453, 0.34495)
C (0.02889, 1.01802, -0.12688)
C (-0.48109, 2.01012, -0.84289)
C (1.14705, 1.18558, 0.84264)
H (-3.09768, -0.13687, 1.21824)
H (-1.43057, 1.98622, -1.35421)
H (-0.11502, 3.02354, -0.71843)
H (1.30006, 0.34008, 1.51402)
H (1.01625, 2.05697, 1.48653)
H (2.05994, 1.34579, 0.26448)
C (0.58435, -2.35033, -1.21738)
C (0.27489, -1.97879, 0.05605)
O (0.59942, -2.38626, 1.14574)
H (-0.18422, -2.53600, -1.94920)
H (1.43416, -2.96558, -1.47459)

3.
The following is a DFT calculation (ωB97M-V with the def2-TZVPD basis set) of a structure of composition C7H8O2 at a distorted geometry.

Summary:
Multiplicity = 1
Net charge = 0

CARTESIAN COORDINATES (ANGSTROEM)
C (-1.80756, -1.02642, -0.56707)
C (-2.42181, -0.32392, 0.60303)
C (0.70078, -0.90150, -0.44195)
C (2.14039, -0.52642, -0.14847)
C (-0.51615, -0.65937, 0.09243)
C (-1.27659, 0.11729, 1.18397)
C (1.41700, 1.71377, 0.04956)
O (2.97736, -1.39212, -0.06985)
O (2.48297, 0.82423, -0.01050)
H (-1.89099, -2.13794, -0.84313)
H (-1.95815, -0.36958, -1.39688)
H (-3.46968, -0.31468, 1.04085)
H (0.80582, -1.63510, -1.22491)
H (-0.86043, 0.75863, 2.00503)
H (1.26648, 1.83705, -1.11012)
H (1.86871, 2.69420, 0.28623)
H (0.54185, 1.34186, 0.55178)

4.
The following is a DFT calculation (ωB97M-V with the def2-TZVPD basis set) of an isolated molecule of C7H8O2S at a distorted geometry.

Summary:
Multiplicity = 1
SMILES = CSc1cc(=O)cc(C)o1
Net charge = 0

CARTESIAN COORDINATES (ANGSTROEM)
C (-2.57029, 0.90606, -1.69844)
S (-1.59703, -0.70491, -2.20897)
C (-0.32328, -0.79341, -0.93506)
C (0.83595, -1.45279, -1.18816)
C (1.92757, -1.39829, -0.21388)
O (2.96695, -1.89947, -0.36663)
C (1.83705, -0.56489, 0.95608)
C (0.69628, 0.15290, 1.11858)
C (0.38537, 1.03035, 2.29255)
O (-0.44600, -0.00725, 0.20973)
H (-3.32806, 0.98512, -2.46431)
H (-2.95472, 0.67818, -0.72781)
H (-1.87969, 1.73616, -1.82718)
H (0.89001, -2.00485, -2.19981)
H (2.64690, -0.24319, 1.52313)
H (0.28655, 0.26867, 3.11805)
H (-0.63302, 1.56933, 2.19642)
H (1.25945, 1.74227, 2.41572)

The records above give, respectively, energy relative to the best compared isomer or geometry (same formula, charge and spin) values of 98.9; 170.0; 85.5; 35.4 kcal/mol.